11
Properties=species:S:1:pos:R:3 method="wB97M-V/def2-TZVPD" orbital_gap_ev=9.91 e_lumo_ev=0.8 mol_weight_g_mol=87.082 relative_energy_ev=3.6916
C 0.13 -0.72 -0.11
C -2.09 0.27 -0.03
H 3.14 -0.40 -0.18
H 2.17 0.92 0.89
H -0.53 -1.61 0.03
H -0.34 1.25 -0.32
H -2.63 1.25 -0.21
N 2.24 0.22 -0.09
N 1.31 -0.93 0.01
N -0.59 0.44 -0.01
O -2.79 -0.68 0.03



11
Properties=species:S:1:pos:R:3 method="wB97M-V/def2-TZVPD" orbital_gap_ev="7.75 / 9.17" e_lumo_ev="-0.3 / 0.3" mol_weight_g_mol=87.082 relative_energy_ev=6.3118
N 0.27 0.42 -0.47
C -0.84 -0.12 -0.22
N 0.14 0.74 -2.44
C 0.50 -0.54 2.35
N -0.23 0.26 1.75
O -1.71 -0.87 -0.39
H 0.42 1.42 -0.40
H 0.63 -0.10 -2.76
H -0.83 0.59 -2.73
H 1.06 -1.34 1.85
H 0.60 -0.46 3.44



11
Properties=species:S:1:pos:R:3 method="wB97M-V/def2-TZVPD" orbital_gap_ev=9.83 e_lumo_ev=0.4 mol_weight_g_mol=87.082 relative_energy_ev=4.3290
C -0.96 -0.89 -0.19
C 1.32 0.29 -0.13
H -0.71 1.84 0.76
H -0.41 -1.89 -0.17
H -2.43 0.44 0.07
H 1.65 1.37 -0.13
H 2.13 -1.63 0.00
N -0.06 0.16 -0.10
N -2.27 -0.65 0.02
N 2.27 -0.54 0.03
O -0.53 1.50 -0.17



11
Properties=species:S:1:pos:R:3 method="wB97M-V/def2-TZVPD" orbital_gap_ev="7.95 / 7.95" e_lumo_ev="0.6 / 0.6" mol_weight_g_mol=87.082 relative_energy_ev=3.8839
C -1.29 1.08 0.20
C 2.22 -0.98 -0.39
N -0.05 -0.57 -0.24
N 1.07 -0.16 -0.15
N -2.50 0.75 0.53
O -0.80 2.12 0.05
H 2.01 -2.03 -0.34
H 2.81 -0.82 0.43
H 2.54 -0.61 -1.33
H -2.78 -0.20 0.31
H -3.23 1.43 0.95



11
Properties=species:S:1:pos:R:3 method="wB97M-V/def2-TZVPD" orbital_gap_ev=9.85 e_lumo_ev=0.6 mol_weight_g_mol=87.082 relative_energy_ev=4.3022
C -0.05 -1.34 -0.27
C 1.08 -0.32 0.04
H -1.22 0.92 1.16
H -2.70 0.23 0.22
H 0.14 -2.40 -0.67
H 1.83 1.73 0.10
H 0.45 1.58 -0.78
N -1.59 0.42 0.37
N -1.23 -0.96 -0.17
N 1.11 0.91 -0.49
O 2.16 -0.77 0.49



12
Properties=species:S:1:pos:R:3 method="wB97M-V/def2-TZVPD" smiles="CC(=O)N(N)N=O" orbital_gap_ev=9.91 e_lumo_ev=0.1 mol_weight_g_mol=103.081 relative_energy_ev=5.3208
C 0.51 -0.07 0.56
C -0.23 0.74 1.66
N -1.45 0.17 -0.80
N 0.66 -0.99 -1.62
N -0.18 -0.17 -0.67
O 1.61 -0.56 0.71
O -2.08 -0.13 -1.78
H 0.03 0.51 2.73
H -1.24 0.43 1.71
H 0.18 1.75 1.45
H 1.69 -0.93 -1.43
H 0.48 -0.76 -2.51



12
Properties=species:S:1:pos:R:3 method="wB97M-V/def2-TZVPD" smiles="N=C1NOCON1" orbital_gap_ev=9.86 e_lumo_ev=0.6 mol_weight_g_mol=103.081 relative_energy_ev=7.0452
C -1.07 -0.05 -0.26
C 1.63 -0.07 0.19
H -2.84 0.87 0.05
H -0.54 2.03 -0.15
H 1.53 -0.18 1.20
H 2.80 -0.34 0.03
H -0.72 -1.97 -0.48
N -2.42 -0.11 -0.05
N -0.27 1.02 -0.01
N -0.28 -1.19 0.18
O 1.17 1.11 -0.29
O 1.01 -1.12 -0.43



13
Properties=species:S:1:pos:R:3 method="wB97M-V/def2-TZVPD" orbital_gap_ev=9.57 e_lumo_ev=0.4 mol_weight_g_mol=135.148 relative_energy_ev=5.9947
C -0.91 -0.52 -0.06
C 0.18 1.09 1.45
N -0.89 0.43 0.74
N 0.94 0.13 -1.51
N 1.13 -1.05 -1.33
O 1.83 -1.94 -1.69
O -0.02 -1.47 -0.45
S -2.56 -1.04 -0.49
H -0.22 2.04 1.93
H 1.27 1.30 0.98
H 0.57 0.51 2.33
H 1.76 0.49 -2.03
H -3.08 0.05 0.13



13
Properties=species:S:1:pos:R:3 method="wB97M-V/def2-TZVPD" orbital_gap_ev=10.35 e_lumo_ev=0.7 mol_weight_g_mol=119.080 relative_energy_ev=4.2399
C 0.79 -0.10 0.50
C -0.48 -0.66 -1.33
H 1.90 1.29 1.71
H 0.00 -0.52 2.24
H 1.22 0.55 -1.06
H 0.20 -1.12 -2.08
H -3.19 0.05 -1.44
N 0.89 -0.32 1.82
N 1.40 0.77 -0.12
N -1.56 -0.18 -1.84
O 1.64 0.69 2.46
O -0.32 -0.78 0.04
O -2.48 0.32 -0.90



13
Properties=species:S:1:pos:R:3 method="wB97M-V/def2-TZVPD" smiles="N/N=C(/NO)OC=O" orbital_gap_ev=8.35 e_lumo_ev=0.3 mol_weight_g_mol=119.080 relative_energy_ev=3.8090
C 0.47 0.05 0.51
C -1.11 0.29 -1.39
H 2.31 2.47 1.15
H 0.94 2.33 0.12
H 0.93 -1.83 1.17
H -1.27 -1.74 -0.26
H -1.31 1.22 -2.02
N 1.83 1.84 0.40
N 1.53 0.60 0.96
N 0.29 -1.21 0.57
O -1.08 -1.54 0.77
O -0.32 0.77 -0.33
O -1.52 -0.87 -1.49



13
Properties=species:S:1:pos:R:3 method="wB97M-V/def2-TZVPD" orbital_gap_ev=9.01 e_lumo_ev=0.4 mol_weight_g_mol=119.080 relative_energy_ev=5.4560
C -0.12 -0.16 1.54
C -0.03 -1.47 -0.48
H 0.15 2.08 0.90
H -0.35 -1.13 1.96
H -0.44 1.07 -1.24
H -0.08 -2.29 0.21
H -0.33 -0.92 -3.44
N -0.12 0.85 2.33
N -0.05 -0.22 0.15
N -0.03 -1.77 -1.73
O 0.20 2.09 1.89
O 0.24 0.90 -0.58
O 0.00 -0.62 -2.56



12
Properties=species:S:1:pos:R:3 method="wB97M-V/def2-TZVPD" orbital_gap_ev=10.13 e_lumo_ev=0.6 mol_weight_g_mol=119.149 relative_energy_ev=3.7103
C 0.89 0.63 -0.02
C -0.41 1.23 -0.50
H 2.89 -1.40 -0.61
H 0.34 -1.30 -0.61
H 2.46 0.77 1.02
H -0.23 2.27 -0.80
H -3.25 -0.57 0.22
N 1.13 -0.62 -0.58
N 1.63 1.31 0.74
N -1.59 0.81 -0.37
O 2.22 -1.25 0.04
S -1.94 -0.71 0.31